(1)
Density functional theory data (the ωB97M-V functional and the def2-TZVPD basis) for C3H4BrO3Pd2 as an isolated structure at a distorted geometry.

Geometry (Å):
1 Pd -3.552 1.007 -0.121
2 Pd -2.650 -1.266 1.545
3 Br -1.942 0.804 1.400
4 C 0.550 -0.666 0.423
5 C 0.481 -0.559 -1.086
6 O 1.374 0.500 -1.302
7 C 1.559 1.255 -0.144
8 O 2.074 2.357 -0.171
9 O 1.188 0.534 0.902
10 H 0.917 -1.633 0.769
11 H -0.459 -0.530 0.814
12 H -0.501 -0.364 -1.517
13 H 0.960 -1.440 -1.514

**Expectation value of S²**: 6.02
**Spin multiplicity**: 5
**Total charge**: +3
**Energy relative to the best compared isomer or geometry (same formula, charge and spin)**: 322.93 kJ/mol
**LUMO energy (spin up / spin down)**: -13.74 / -17.44 eV
**Frontier orbital gap (spin up / spin down)**: 0.363 / 0.226 hartree

(2)
Density functional theory data (the ωB97M-V functional and the def2-TZVPD basis) for one molecule with the formula C3H4Cl2 at a distorted geometry.

Geometry (Å):
1 C 0.031 0.226 -0.014
2 C -0.076 1.504 0.778
3 C -0.243 1.566 -0.734
4 H 0.872 1.735 1.231
5 H -0.977 1.685 1.312
6 H -1.232 1.701 -1.080
7 H 0.559 2.085 -1.332
8 Cl -1.372 -0.915 0.012
9 Cl 1.519 -0.672 -0.031

**Energy relative to the best compared isomer or geometry (same formula, charge and spin)**: 50.78 kJ/mol
**Structure (SMILES)**: ClC1(Cl)CC1
**LUMO energy**: 0.92 eV
**Frontier orbital gap**: 0.405 hartree

(3)
Density functional theory data (the ωB97M-V functional and the def2-TZVPD basis) for one molecule with the formula C3H4Cl2O at a distorted geometry.

Geometry (Å):
1 C -0.465 0.750 -1.014
2 C 0.586 -0.170 -0.334
3 C 0.190 -0.591 1.145
4 H -0.048 0.988 -1.948
5 H -1.322 0.084 -1.260
6 H -0.817 -0.960 1.054
7 H 0.117 0.299 1.682
8 O 1.399 -0.869 -0.918
9 Cl -0.974 2.155 -0.157
10 Cl 1.334 -1.686 1.750

**Energy relative to the best compared isomer or geometry (same formula, charge and spin)**: 75.22 kJ/mol
**Structure (SMILES)**: O=C(CCl)CCl
**LUMO energy**: 0.35 eV
**Frontier orbital gap**: 0.387 hartree

(4)
Density functional theory data (the ωB97M-V functional and the def2-TZVPD basis) for C3H4Cl2O3 as an isolated structure at a distorted geometry.

Geometry (Å):
1 C 0.241 -1.737 0.379
2 C 0.444 0.626 0.150
3 C -0.760 1.534 -0.198
4 O 0.142 -0.320 0.996
5 O 1.018 -1.496 -0.693
6 O 0.661 -0.345 -1.348
7 Cl 1.903 1.474 0.407
8 Cl -2.296 0.725 0.164
9 H 0.810 -2.439 1.025
10 H -0.780 -2.223 0.054
11 H -0.579 1.752 -1.280
12 H -0.803 2.448 0.344

**Energy relative to the best compared isomer or geometry (same formula, charge and spin)**: 441.49 kJ/mol
**LUMO energy**: 0.76 eV
**Frontier orbital gap**: 0.391 hartree

(5)
Density functional theory data (the ωB97M-V functional and the def2-TZVPD basis) for a 2-piece molecular cluster, C3H4Cl2S overall at a distorted geometry.

Geometry (Å):
1 C -1.304 -0.553 -0.611
2 C -1.377 0.654 0.071
3 C 2.165 -0.136 0.328
4 S 1.976 -0.608 -1.240
5 Cl 2.420 -1.211 1.593
6 Cl 2.250 1.504 0.823
7 H -1.279 -0.512 -1.706
8 H -1.641 -1.365 -0.026
9 H -1.682 0.585 1.142
10 H -1.528 1.642 -0.374

**Energy relative to the best compared isomer or geometry (same formula, charge and spin)**: 153.33 kJ/mol
**Structure (SMILES)**: S=C(Cl)Cl.C=C
**LUMO energy (spin up / spin down)**: -0.85 / -0.85 eV
**Frontier orbital gap (spin up / spin down)**: 0.314 / 0.314 hartree

(6)
Density functional theory data (the ωB97M-V functional and the def2-TZVPD basis) for a 3-piece molecular cluster, C3H4Cl2Si overall at a distorted geometry.

Geometry (Å):
1 C 1.611 1.164 -1.092
2 C 0.566 0.576 -1.280
3 C -2.295 0.279 -0.368
4 Si -0.926 -0.424 -1.207
5 Cl -3.731 -0.546 0.144
6 Cl -2.217 1.976 0.126
7 H 2.505 1.599 -1.022
8 H 0.235 1.049 -5.382
9 H -0.135 0.741 -4.680
10 H -0.631 -1.771 -1.377

**Energy relative to the best compared isomer or geometry (same formula, charge and spin)**: 546.57 kJ/mol
**LUMO energy (spin up / spin down)**: -0.57 / -0.57 eV
**Frontier orbital gap (spin up / spin down)**: 0.282 / 0.282 hartree

(7)
Density functional theory data (the ωB97M-V functional and the def2-TZVPD basis) for one molecule with the formula C3H4ClF at a distorted geometry.

Geometry (Å):
1 C -0.198 0.291 -0.425
2 C 0.856 -0.797 -0.117
3 C -0.560 0.288 0.989
4 F 2.075 -0.437 0.218
5 Cl -1.917 -0.695 1.521
6 H 0.171 1.362 -0.606
7 H -0.762 -0.048 -1.385
8 H 0.535 -1.788 0.212
9 H -0.060 1.068 1.567

**Energy relative to the best compared isomer or geometry (same formula, charge and spin)**: 278.16 kJ/mol
**LUMO energy**: 0.68 eV
**Frontier orbital gap**: 0.316 hartree

(8)
Density functional theory data (the ωB97M-V functional and the def2-TZVPD basis) for a 2-piece molecular cluster, C3H4ClF overall at a distorted geometry.

Geometry (Å):
1 C 1.295 0.341 -0.433
2 C 1.339 -0.604 0.483
3 C -2.270 0.420 -0.470
4 F -2.675 1.387 0.335
5 Cl -2.971 -1.011 -0.006
6 H 1.015 1.355 -0.201
7 H 1.539 0.139 -1.462
8 H 1.628 -1.614 0.238
9 H 1.099 -0.413 1.516

**Expectation value of S²**: 2.01
**Spin multiplicity**: 3
**Energy relative to the best compared isomer or geometry (same formula, charge and spin)**: 108.60 kJ/mol
**LUMO energy (spin up / spin down)**: 1.01 / -2.09 eV
**Frontier orbital gap (spin up / spin down)**: 0.340 / 0.302 hartree

(9)
Density functional theory data (the ωB97M-V functional and the def2-TZVPD basis) for a 2-piece molecular cluster, C3H4ClF7NO3S overall at a distorted geometry.

Geometry (Å):
1 O 2.589 -1.781 1.487
2 S 1.639 -0.788 1.147
3 O 1.099 -0.043 2.227
4 N 2.523 0.448 0.160
5 Cl 3.258 -0.150 -1.288
6 C 0.306 -1.587 0.087
7 F 0.450 -1.298 -1.202
8 F 0.469 -2.879 0.257
9 C -1.135 -1.189 0.539
10 F -1.331 -1.423 1.828
11 F -1.936 -2.005 -0.144
12 C -1.493 0.288 0.154
13 F -2.158 0.297 -0.995
14 F -2.241 0.838 1.089
15 F -0.365 1.011 -0.029
16 H 3.279 0.778 0.779
17 H 1.920 1.264 -0.016
18 O -2.184 2.966 -2.328
19 H -3.076 2.761 -2.031
20 H -1.614 2.494 -1.722

**Total charge**: +1
**LUMO energy**: -5.82 eV
**Frontier orbital gap**: 0.307 hartree

(10)
Density functional theory data (the ωB97M-V functional and the def2-TZVPD basis) for C3H4ClFN as an isolated structure at a distorted geometry.

Geometry (Å):
1 C -0.134 -2.114 0.241
2 C -0.846 1.252 -0.094
3 C 0.855 0.151 -0.270
4 N 0.405 -1.144 -0.057
5 F -1.312 0.982 1.156
6 Cl 2.258 0.599 0.700
7 H -0.256 -3.119 0.617
8 H -1.457 0.826 -0.935
9 H -0.378 2.290 -0.039
10 H 0.866 0.277 -1.319

**Total charge**: +1
**Energy relative to the best compared isomer or geometry (same formula, charge and spin)**: 0.00 kJ/mol
**LUMO energy**: -5.48 eV
**Frontier orbital gap**: 0.343 hartree

(11)
Density functional theory data (the ωB97M-V functional and the def2-TZVPD basis) for one molecule with the formula C3H4ClN3O at a distorted geometry.

Geometry (Å):
1 C 0.759 0.900 0.635
2 C 1.767 0.235 0.044
3 C 0.168 -0.876 -0.716
4 H -1.653 -0.082 1.240
5 H -2.419 0.879 -0.314
6 H 0.702 1.723 1.479
7 H -1.663 -1.614 -0.649
8 N -1.600 0.674 0.366
9 N -0.260 0.542 -0.414
10 N -0.676 -1.877 -0.982
11 O 1.465 -0.766 -0.987
12 Cl 3.409 0.261 0.295

**Energy relative to the best compared isomer or geometry (same formula, charge and spin)**: 490.14 kJ/mol
**Structure (SMILES)**: [H]/N=c1/oc(Cl)cn1N
**LUMO energy**: 0.51 eV
**Frontier orbital gap**: 0.350 hartree

(12)
Density functional theory data (the ωB97M-V functional and the def2-TZVPD basis) for one molecule with the formula C3H4ClN3S at a distorted geometry.

Geometry (Å):
1 C -0.361 -1.072 -0.100
2 C -0.707 0.852 -0.837
3 C 0.152 1.101 0.165
4 H -0.103 -2.880 -1.112
5 H 0.995 -2.557 0.124
6 H -0.060 3.101 1.740
7 H 0.945 -0.324 1.590
8 N 0.029 -2.389 -0.078
9 N -0.991 -0.457 -1.042
10 N 0.412 -0.100 0.684
11 S 0.863 2.573 0.814
12 Cl -1.174 2.152 -1.949

**Energy relative to the best compared isomer or geometry (same formula, charge and spin)**: 110.07 kJ/mol
**Structure (SMILES)**: Nc1nc(Cl)c(S)[nH]1
**LUMO energy**: 0.52 eV
**Frontier orbital gap**: 0.321 hartree

(13)
Density functional theory data (the ωB97M-V functional and the def2-TZVPD basis) for one molecule with the formula C3H4ClNO at a distorted geometry.

Geometry (Å):
1 C 1.871 -0.562 -0.318
2 C -0.905 0.047 0.749
3 C -0.401 0.087 -0.643
4 N 2.889 -0.840 0.134
5 O 0.763 -0.617 -0.940
6 Cl -0.095 1.890 -0.915
7 H 0.001 -0.088 1.434
8 H -1.363 0.998 0.890
9 H -1.695 -0.720 0.978
10 H -1.065 -0.195 -1.368

**Energy relative to the best compared isomer or geometry (same formula, charge and spin)**: 154.90 kJ/mol
**Structure (SMILES)**: C[C@@H](Cl)OC#N
**LUMO energy**: 0.57 eV
**Frontier orbital gap**: 0.433 hartree

(14)
Density functional theory data (the ωB97M-V functional and the def2-TZVPD basis) for one molecule with the formula C3H4ClNO at a distorted geometry.

Geometry (Å):
1 C -1.300 0.946 -0.081
2 C -0.734 -0.265 -0.624
3 C 0.440 -0.688 -0.041
4 H 0.253 2.967 1.596
5 H -2.225 1.521 -0.127
6 H -1.219 -0.764 -1.539
7 H 0.748 -0.062 0.993
8 N -0.378 1.577 0.652
9 O -0.760 2.768 1.168
10 Cl 1.220 -2.165 -0.609

**Energy relative to the best compared isomer or geometry (same formula, charge and spin)**: 396.94 kJ/mol
**Structure (SMILES)**: O/N=C/C=C/Cl
**LUMO energy**: 0.18 eV
**Frontier orbital gap**: 0.321 hartree

(15)
Density functional theory data (the ωB97M-V functional and the def2-TZVPD basis) for one molecule with the formula C3H4ClNO at a distorted geometry.

Geometry (Å):
1 C 1.026 0.620 -0.451
2 C 0.652 -0.282 0.695
3 C -1.447 -0.439 -0.344
4 N 0.375 0.929 -1.434
5 O -0.388 -1.091 0.215
6 Cl -2.391 0.790 0.315
7 H 1.938 1.053 -0.263
8 H 1.584 -0.952 1.039
9 H 0.428 0.257 1.504
10 H -1.779 -0.885 -1.275

**Energy relative to the best compared isomer or geometry (same formula, charge and spin)**: 413.58 kJ/mol
**LUMO energy (spin up / spin down)**: 0.46 / -0.14 eV
**Frontier orbital gap (spin up / spin down)**: 0.351 / 0.284 hartree

(16)
Density functional theory data (the ωB97M-V functional and the def2-TZVPD basis) for one molecule with the formula C3H4ClNO2 at a distorted geometry.

Geometry (Å):
1 C 0.903 -0.351 -0.129
2 C 4.247 0.418 0.236
3 C -0.424 0.385 -0.213
4 N 3.274 -0.365 -0.080
5 O 4.457 1.366 0.929
6 O 2.054 0.176 0.131
7 Cl 5.613 -0.353 -0.620
8 H 0.802 -1.381 -0.422
9 H -1.206 -0.230 -0.018
10 H -0.609 1.211 0.559
11 H -0.327 0.834 -1.130

**Energy relative to the best compared isomer or geometry (same formula, charge and spin)**: 433.33 kJ/mol
**LUMO energy (spin up / spin down)**: -1.32 / -1.31 eV
**Frontier orbital gap (spin up / spin down)**: 0.296 / 0.296 hartree

(17)
Density functional theory data (the ωB97M-V functional and the def2-TZVPD basis) for one molecule with the formula C3H4ClNO2 at a distorted geometry.

Geometry (Å):
1 C 0.486 0.081 -0.402
2 C -0.923 -0.627 -0.394
3 C 0.851 0.587 1.072
4 N -0.912 -1.856 -0.236
5 O 0.758 1.106 -1.264
6 O 1.219 1.721 1.096
7 Cl -2.388 0.383 -0.215
8 H 1.021 -0.899 -0.577
9 H 0.813 -0.207 1.795
10 H -1.863 -2.279 -0.128
11 H 0.938 1.989 -0.746

**Energy relative to the best compared isomer or geometry (same formula, charge and spin)**: 156.38 kJ/mol
**Structure (SMILES)**: [H]/N=C(\Cl)[C@@H](O)C=O
**LUMO energy**: 0.29 eV
**Frontier orbital gap**: 0.399 hartree

(18)
Density functional theory data (the ωB97M-V functional and the def2-TZVPD basis) for a 2-piece molecular cluster, C3H4ClNO2S overall at a distorted geometry.

Geometry (Å):
1 C -1.420 -1.261 -0.182
2 C 1.475 -0.105 0.914
3 C -1.227 0.151 -0.278
4 N -1.507 -2.367 0.082
5 O 0.941 -0.186 -1.711
6 O 0.568 1.977 -0.585
7 S 0.535 0.531 -0.530
8 Cl -2.026 1.146 0.799
9 H 2.179 0.646 1.086
10 H 0.749 -0.232 1.622
11 H 1.520 -1.144 0.621
12 H -1.788 0.844 -1.838

**Expectation value of S²**: 2.01
**Spin multiplicity**: 3
**Energy relative to the best compared isomer or geometry (same formula, charge and spin)**: 392.75 kJ/mol
**LUMO energy (spin up / spin down)**: 0.34 / -4.02 eV
**Frontier orbital gap (spin up / spin down)**: 0.317 / 0.271 hartree

(19)
Density functional theory data (the ωB97M-V functional and the def2-TZVPD basis) for C3H4ClNO4S as an isolated structure at a distorted geometry.

Geometry (Å):
1 C -0.687 -0.870 -0.649
2 C 0.818 -1.265 -0.470
3 C 1.756 -0.193 -0.117
4 N -1.089 0.300 -0.197
5 O -1.532 -1.733 -0.982
6 O -3.022 0.709 -1.763
7 O -2.985 1.705 0.440
8 O 2.017 0.750 -0.833
9 S -2.641 0.449 -0.419
10 Cl -3.888 -0.824 0.323
11 H 0.863 -2.152 0.098
12 H 1.118 -1.610 -1.584
13 H 2.392 -0.395 0.801
14 H -2.719 2.617 0.443

**Energy relative to the best compared isomer or geometry (same formula, charge and spin)**: 114.13 kJ/mol
**LUMO energy**: -0.32 eV
**Frontier orbital gap**: 0.353 hartree

(20)
Density functional theory data (the ωB97M-V functional and the def2-TZVPD basis) for one molecule with the formula C3H4ClNOS at a distorted geometry.

Geometry (Å):
1 C 0.430 -0.729 -1.209
2 C -0.952 1.529 -0.037
3 C 0.709 -1.564 1.105
4 N 0.716 -1.494 -0.183
5 O 0.178 -2.348 1.802
6 S -0.389 0.777 -1.549
7 Cl 1.859 -0.276 1.715
8 H 0.578 -1.064 -2.262
9 H -1.067 2.550 -0.359
10 H -1.869 1.150 0.302
11 H -0.193 1.470 0.674

**Energy relative to the best compared isomer or geometry (same formula, charge and spin)**: 74.11 kJ/mol
**Structure (SMILES)**: CS/C=N\C(=O)Cl
**LUMO energy**: -0.17 eV
**Frontier orbital gap**: 0.359 hartree